This record from OMol25 describes 11 unconnected molecules or ions with the total composition C54H85N3O26 at a distorted geometry. The level of theory is ωB97M-V/def2-TZVPD.

HOMO energy in hartree: -0.281
Kohn-Sham gap in eV: 7.7
SMILES string: Oc1ccc(O)cc1.Oc1ccc(O)cc1.Oc1ccc(O)cc1.Oc1ccc(O)cc1.COCCNCCOC.COCCNCCOC.COCCNCCOC.O=C1OCCO1.O=C1OCCO1.O=C1OCCO1.O=C1OCCO1
DFT total energy in Eh: -4229.009341

Element x y z (Å)
O 16.69589 -0.27299 -26.41517
C 16.67041 1.06354 -26.57579
C 15.45843 1.71793 -26.69645
C 15.40323 3.09836 -26.75752
C 16.57851 3.82501 -26.81662
O 16.55178 5.19842 -26.97135
C 17.77824 3.17323 -26.68101
C 17.85210 1.78696 -26.51250
H 17.60971 -0.61907 -26.24974
H 14.55700 1.12248 -26.77458
H 14.41845 3.53544 -26.87268
H 15.80429 5.53971 -26.47123
H 18.70392 3.72413 -26.55293
H 18.85020 1.38145 -26.44076
O 20.10698 -4.61523 -22.18916
C 19.18590 -5.53674 -22.62570
C 19.55312 -6.86992 -22.63975
C 18.60485 -7.79617 -23.01570
C 17.34972 -7.42410 -23.47275
O 16.51356 -8.40718 -23.91460
C 16.99829 -6.08876 -23.42800
C 17.88922 -5.14981 -22.93890
H 19.80158 -3.75164 -22.49167
H 20.52298 -7.14024 -22.24680
H 18.93505 -8.81103 -23.22212
H 15.82236 -8.05262 -24.48029
H 16.02114 -5.69704 -23.70021
H 17.59670 -4.11097 -22.85062
O 18.89146 -7.68292 -26.83545
C 18.37295 -6.83477 -27.77164
C 18.70698 -6.94383 -29.11311
C 18.05235 -6.18658 -30.06689
C 17.08296 -5.27788 -29.68640
O 16.59181 -4.45237 -30.68937
C 16.67786 -5.19729 -28.35381
C 17.33585 -5.98110 -27.40206
H 19.45037 -8.33798 -27.28937
H 19.56838 -7.54960 -29.37296
H 18.39928 -6.31804 -31.08168
H 16.31443 -3.59313 -30.35194
H 15.93492 -4.47788 -28.02707
H 17.13486 -5.93641 -26.33345
O 18.83030 -0.34573 -17.75893
C 17.75740 0.06021 -18.51548
C 16.54361 0.15379 -17.85994
C 15.41493 0.46923 -18.58934
C 15.48317 0.66696 -19.96886
O 14.31786 1.05904 -20.59931
C 16.70264 0.60585 -20.60204
C 17.84556 0.23796 -19.88821
H 19.62793 -0.35760 -18.29624
H 16.49772 -0.11517 -16.81521
H 14.46943 0.61673 -18.08190
H 14.53358 1.24235 -21.52158
H 16.84746 0.92068 -21.63072
H 18.77854 0.15762 -20.43423
C 9.35226 -2.60406 -18.34430
O 10.46718 -2.31693 -19.10624
C 11.44292 -3.35330 -19.06311
C 12.63556 -2.93715 -19.88075
N 12.28402 -2.72999 -21.28288
C 13.44704 -2.37176 -22.08668
C 13.12828 -2.52503 -23.58152
O 14.38800 -2.47577 -24.23610
C 14.31911 -2.75341 -25.62775
H 8.87440 -1.67556 -18.04708
H 9.59172 -3.22726 -17.47151
H 8.60558 -3.22543 -18.86622
H 11.03792 -4.28940 -19.47485
H 11.76443 -3.54803 -18.02883
H 13.39339 -3.72619 -19.80285
H 13.15537 -2.05189 -19.47377
H 11.61665 -1.96528 -21.28259
H 14.31840 -3.00138 -21.89630
H 13.73550 -1.32898 -21.89247
H 12.62528 -1.59205 -23.88033
H 12.53160 -3.41099 -23.79089
H 13.56234 -3.50560 -25.87542
H 15.28688 -3.17360 -25.90111
H 14.11404 -1.81637 -26.15116
C 22.97093 -7.09668 -26.52004
O 23.01387 -8.36552 -27.11350
C 22.16152 -9.32041 -26.50429
C 21.80836 -10.28056 -27.59786
N 21.05539 -9.60619 -28.65883
C 20.60489 -10.54488 -29.69595
C 21.53790 -10.59476 -30.86611
O 21.40722 -9.39988 -31.61038
C 22.14928 -9.42009 -32.76769
H 23.27648 -7.18520 -25.47088
H 22.01181 -6.62068 -26.68824
H 23.74393 -6.48932 -26.99929
H 21.32282 -8.89847 -25.94168
H 22.77875 -9.87761 -25.77589
H 21.32013 -11.19480 -27.27538
H 22.82068 -10.53543 -27.96338
H 21.71355 -9.01384 -29.15799
H 19.55209 -10.38561 -29.92766
H 20.60987 -11.57374 -29.30531
H 21.26131 -11.42610 -31.53643
H 22.58298 -10.80660 -30.59709
H 23.22356 -9.18858 -32.62358
H 21.80045 -8.65634 -33.45706
H 22.18875 -10.41769 -33.22463
C 17.66858 -1.24707 -23.48399
O 18.88931 -1.84122 -23.09516
C 19.94562 -1.70220 -24.06116
C 19.65601 -2.44066 -25.37320
N 19.23037 -1.48927 -26.38863
C 19.13266 -2.05583 -27.75779
C 20.48565 -2.49552 -28.30690
O 21.42805 -1.45806 -28.10150
C 22.68783 -1.78668 -28.67072
H 17.25786 -1.83376 -24.31671
H 17.68608 -0.18133 -23.72615
H 16.91389 -1.42604 -22.71557
H 20.83651 -2.01120 -23.50427
H 20.15485 -0.62976 -24.22801
H 18.84954 -3.14619 -25.16411
H 20.57321 -2.97024 -25.60598
H 20.02511 -0.85565 -26.51629
H 18.76354 -1.33369 -28.49220
H 18.43066 -2.88977 -27.77233
H 20.39919 -2.85159 -29.34264
H 20.84373 -3.37495 -27.74395
H 22.59300 -1.97672 -29.74323
H 23.12167 -2.62016 -28.11005
H 23.32884 -0.91947 -28.51982
O 24.39217 0.95118 -30.08675
C 23.86346 1.43955 -31.00774
O 24.36340 2.49717 -31.68086
C 23.58333 2.65120 -32.89627
C 22.26383 2.05322 -32.46273
O 22.63865 1.08695 -31.49588
H 23.55639 3.71305 -33.12230
H 24.07113 2.10794 -33.70861
H 21.69359 1.69542 -33.32973
H 21.54029 2.78892 -32.09131
O 21.23897 -6.15866 -31.68701
C 22.25564 -6.62274 -31.31499
O 23.32330 -6.80752 -32.12231
C 24.46156 -7.25656 -31.37634
C 23.91711 -7.33226 -29.94377
O 22.57347 -6.87863 -30.01980
H 24.84762 -8.22187 -31.70723
H 25.28355 -6.55959 -31.53554
H 24.52147 -6.68799 -29.30454
H 23.99534 -8.35361 -29.57610
O 20.68001 4.64699 -29.87335
C 20.31859 3.52797 -29.73226
O 21.09357 2.49832 -29.28996
C 20.26498 1.33576 -29.14560
C 18.92468 1.68430 -29.78151
O 19.05144 3.11445 -29.94512
H 20.80615 0.53943 -29.64842
H 20.15213 1.13610 -28.08334
H 18.14918 1.41955 -29.06654
H 18.80488 1.15912 -30.72073
O 17.70484 -1.54222 -30.70500
C 18.45924 -1.58447 -31.59309
O 18.96608 -0.48707 -32.23931
C 20.07016 -0.94392 -33.01228
C 19.68534 -2.39190 -33.30498
O 18.92865 -2.71002 -32.12112
H 20.14148 -0.39562 -33.95369
H 21.04905 -0.87496 -32.53251
H 20.56642 -3.02307 -33.36208
H 19.05107 -2.48008 -34.18634